1.
Entry from OMol25: one molecule with the formula C6H12O at a distorted geometry (ωB97M-V with the def2-TZVPD basis set).

Geometry (Å):
C1 -1.97 0.10 1.70
C2 -1.31 -0.19 0.57
C3 -2.04 -0.38 -0.73
C4 0.32 -0.41 0.60
C5 0.97 0.29 -0.55
C6 2.57 -0.11 -0.40
O1 0.84 1.69 -0.47
H1 -1.44 0.28 2.63
H2 -3.05 0.08 1.76
H3 -3.13 -0.38 -0.59
H4 -1.77 -1.33 -1.19
H5 -1.81 0.43 -1.43
H6 0.48 -1.49 0.56
H7 0.68 0.00 1.55
H8 0.63 -0.07 -1.53
H9 3.20 0.73 -0.72
H10 2.90 -0.34 0.62
H11 2.78 -0.97 -1.04
H12 1.15 2.07 -1.31

## Properties
SMILES: C=C(C)C[C@H](C)O
Charge: 0
Spin multiplicity: 1
HOMO level in eV: -9.187

2.
Entry from OMol25: one molecule with the formula C6H12O (ωB97M-V with the def2-TZVPD basis set).

Geometry (Å):
C1 -1.67 0.24 0.74
C2 -0.99 -1.11 0.96
C3 0.21 -1.37 0.04
C4 1.37 -0.38 0.22
C5 1.11 1.07 -0.17
C6 0.62 1.36 -1.57
O1 1.35 1.98 0.61
H1 -1.01 1.07 1.03
H2 -2.58 0.33 1.34
H3 -1.95 0.38 -0.31
H4 -0.66 -1.19 2.00
H5 -1.72 -1.92 0.80
H6 -0.13 -1.37 -1.01
H7 0.60 -2.37 0.23
H8 2.22 -0.71 -0.39
H9 1.70 -0.37 1.26
H10 -0.05 2.22 -1.55
H11 0.12 0.51 -2.04
H12 1.49 1.63 -2.19

## Properties
SMILES: CCCCC(C)=O
Charge: 0
Spin multiplicity: 1
HOMO level in eV: -9.515

What did the second record say?
Entry from OMol25: one molecule with the formula C6H12O (ωB97M-V with the def2-TZVPD basis set).

Geometry (Å):
C1 -1.67 0.24 0.74
C2 -0.99 -1.11 0.96
C3 0.21 -1.37 0.04
C4 1.37 -0.38 0.22
C5 1.11 1.07 -0.17
C6 0.62 1.36 -1.57
O1 1.35 1.98 0.61
H1 -1.01 1.07 1.03
H2 -2.58 0.33 1.34
H3 -1.95 0.38 -0.31
H4 -0.66 -1.19 2.00
H5 -1.72 -1.92 0.80
H6 -0.13 -1.37 -1.01
H7 0.60 -2.37 0.23
H8 2.22 -0.71 -0.39
H9 1.70 -0.37 1.26
H10 -0.05 2.22 -1.55
H11 0.12 0.51 -2.04
H12 1.49 1.63 -2.19

## Properties
SMILES: CCCCC(C)=O
Charge: 0
Spin multiplicity: 1
HOMO level in eV: -9.515